No. 1
The following is a quantum chemistry calculation of a molecular structure, C12H14BCdCl3N6O2 at a distorted geometry, from the Open Molecules 2025 dataset.

Positions of all 39 atoms, in Å:
C -1.4665 -0.1970 2.5760
N -0.8971 -0.4444 1.4004
N -0.0183 -1.4619 1.4043
C -0.0444 -1.9336 2.6463
C -0.9307 -1.1686 3.4022
B 0.8383 -1.9133 0.1562
N -0.0294 -2.1593 -1.1184
N -0.9773 -1.2584 -1.5205
C -1.5770 -1.7105 -2.6279
C -1.0196 -2.9608 -2.9304
C -0.0566 -3.2079 -1.9547
Cd -1.2313 0.5462 -0.2495
N 1.9718 -0.8831 -0.1540
N 1.6956 0.3864 -0.5261
C 2.8769 1.0367 -0.6210
C 3.9325 0.1302 -0.3680
C 3.3067 -1.0798 -0.0817
H 2.9531 2.0869 -0.8780
H 3.6816 -2.0589 0.1659
H 4.9900 0.3035 -0.3882
H 1.3466 -2.9360 0.4703
H 0.6088 -4.0272 -1.7721
H 0.5773 -2.7623 2.8496
H -1.2818 -3.5951 -3.7408
H -1.1681 -1.2794 4.4163
H -2.3614 -1.1422 -3.1208
H -2.1816 0.6246 2.6826
H -0.1095 1.3854 -1.6758
C -1.1964 1.6410 -1.9827
H -1.3169 1.0954 -2.9619
H -2.1738 1.4756 -1.4572
H -1.1980 2.7737 -1.9591
Cl -1.7573 3.7655 3.3026
C -1.6373 3.7274 1.5582
Cl -2.9533 2.6189 0.9312
Cl -1.8507 5.3008 0.8255
C -0.1194 3.2054 1.1776
O 0.7484 3.9411 1.6089
O 0.0263 2.1348 0.5146

- HOMO (alpha / beta) (eV) = -15.11 / -15.13
- net charge = +2
- orbital gap (alpha / beta) (eV) = 4.450 / 4.084
- energy relative to the best compared isomer or geometry (same formula, charge and spin) (kcal/mol) = 50.90
- F_max (eV Å⁻¹) = 4.65

No. 2
The following is a quantum chemistry calculation of 2 unconnected molecules or ions with the total composition C6H11IOSi at a distorted geometry, from the Open Molecules 2025 dataset.

Positions of all 20 atoms, in Å:
C -0.5087 -2.4364 -0.1507
C 1.9310 2.2811 0.8015
C 0.3922 -1.6620 0.4286
C 1.1684 1.3337 1.3578
C -0.2583 0.1687 -2.5361
C -2.3656 0.9940 1.0384
O 0.4001 0.6327 -1.3502
Si 0.2218 0.1932 0.2599
I -3.9343 -0.0386 0.0213
H -0.4241 -3.5095 -0.2796
H -1.3707 -2.0891 -0.7941
H 2.3366 3.0910 1.4079
H 1.9553 2.3311 -0.1882
H 1.1432 -1.9277 1.1205
H 1.0238 1.3489 2.4167
H -0.4348 -0.8713 -2.3485
H 0.1969 0.5773 -3.4692
H -1.2737 0.5294 -2.6947
H -2.3724 0.6938 2.0625
H -2.2794 2.0660 0.8436

- HOMO (alpha / beta) (eV) = -7.49 / -7.49
- orbital gap (alpha / beta) (eV) = 7.658 / 7.657
- energy relative to the best compared isomer or geometry (same formula, charge and spin) (kcal/mol) = 39.45
- F_max (eV Å⁻¹) = 4.41

No. 3
The following is a quantum chemistry calculation of a molecular structure, C24H19NO3Tc at a distorted geometry, from the Open Molecules 2025 dataset.

Positions of all 48 atoms, in Å:
Tc 0.4347 1.2954 0.4580
C -1.3759 1.3048 4.4051
C -0.4413 0.5760 5.1279
C 0.6698 0.0252 4.4971
C 0.8442 0.2032 3.1343
C -0.1005 0.9563 2.4098
C -1.2155 1.4879 3.0361
C 2.0036 -0.2520 2.3648
C 2.9698 -1.1524 2.8136
C 4.0521 -1.4349 2.0179
C 4.1964 -0.8048 0.7642
C 5.3296 -0.9827 -0.0579
C 5.4283 -0.3272 -1.2548
C 4.3831 0.5056 -1.6921
C 3.2653 0.6842 -0.9192
C 3.1585 0.0543 0.3332
N 2.0650 0.2914 1.1337
H -2.2357 1.7318 4.9027
H -0.5767 0.4377 6.1918
H 1.4021 -0.5211 5.0766
H -1.9613 2.0431 2.4796
H 2.8508 -1.6305 3.7746
H 4.8032 -2.1423 2.3472
H 6.1182 -1.6425 0.2802
H 6.3104 -0.4488 -1.8676
H 4.4744 1.0101 -2.6445
H 2.4654 1.3370 -1.2709
C -4.1836 -3.3330 -3.6910
O -3.0872 -2.9965 -2.8301
C -2.8169 -1.7505 -2.5454
C -3.5304 -0.6352 -3.0444
C -3.2000 0.6112 -2.6108
C -2.1477 0.8471 -1.6871
C -1.9146 2.1434 -1.1817
C -2.7383 3.3223 -1.5735
O -0.9688 2.3570 -0.3321
C -1.3594 -0.2841 -1.2727
O -0.2573 -0.2085 -0.5162
C -1.7243 -1.5455 -1.6905
H -4.2848 -4.4100 -3.6228
H -3.9642 -3.0491 -4.7203
H -5.1081 -2.8575 -3.3639
H -4.3267 -0.7561 -3.7647
H -3.7542 1.4570 -2.9919
H -3.8002 3.0897 -1.5651
H -2.4671 3.6464 -2.5813
H -2.5411 4.1451 -0.8901
H -1.1429 -2.3979 -1.3657

- HOMO (alpha / beta) (eV) = -14.73 / -14.81
- 2S+1 = 4
- net charge = +2
- orbital gap (alpha / beta) (eV) = 6.742 / 6.416
- F_max (eV Å⁻¹) = 1.88

No. 4
The following is a quantum chemistry calculation of 2 unconnected molecules or ions with the total composition CH3N2S at a distorted geometry, from the Open Molecules 2025 dataset.

Positions of all 7 atoms, in Å:
C -1.0822 0.7354 -0.3641
N -2.0444 0.6869 0.2705
N 2.4979 -0.7687 -0.0134
S 3.0653 0.6450 0.0471
H -2.9621 0.7668 0.6777
H -0.1629 0.7218 -0.9030
H 3.0868 -1.5648 0.2359

- HOMO (alpha / beta) (eV) = -11.96 / -11.95
- net charge = +1
- orbital gap (alpha / beta) (eV) = 6.333 / 6.330
- energy relative to the best compared isomer or geometry (same formula, charge and spin) (kcal/mol) = 44.81
- F_max (eV Å⁻¹) = 3.75

No. 5
The following is a quantum chemistry calculation of a molecular structure, C35H46AlGeN5O at a distorted geometry, from the Open Molecules 2025 dataset.

Positions of all 89 atoms, in Å:
Al 0.2213 0.2013 0.3043
C -4.9823 -1.8655 -2.8616
C -4.0157 -1.0430 -2.0595
C -4.2753 0.2882 -1.7709
C -3.4046 0.9905 -0.9443
C -3.6397 2.4283 -0.5856
C -2.2852 0.3467 -0.4703
C -1.8993 -0.9440 -0.8612
C -2.8467 -1.6462 -1.6200
N -0.6404 -1.3145 -0.4575
C -0.1281 -2.6585 -0.6801
C -0.0395 -3.0459 -2.1687
C 0.5122 -4.4636 -2.3278
C -0.3646 -5.4553 -1.5647
C -0.3673 -5.0930 -0.0799
C 1.0567 -5.1180 0.4689
C 1.9075 -4.1150 -0.3090
C 1.9350 -4.5209 -1.7793
C 1.3084 -2.7181 -0.1482
C -0.9497 -3.6954 0.1052
H -5.8393 -1.2740 -3.1701
H -5.3381 -2.7042 -2.2639
H -4.4986 -2.2686 -3.7506
H -5.1577 0.7701 -2.1655
H -4.5974 2.7814 -0.9611
H -2.8494 3.0456 -1.0147
H -3.6098 2.5629 0.4944
H -1.6393 0.8502 0.2536
H -2.7048 -2.6785 -1.8928
H 0.6249 -2.3338 -2.6630
H -1.0049 -2.9771 -2.6618
H 0.5173 -4.7296 -3.3929
H 0.0175 -6.4710 -1.7020
H -1.3858 -5.4267 -1.9539
H -0.9824 -5.8148 0.4702
H 1.4811 -6.1186 0.3662
H 1.0449 -4.8586 1.5304
H 2.9291 -4.1140 0.0919
H 2.3410 -5.5308 -1.8805
H 2.5743 -3.8419 -2.3463
H 1.9023 -1.9598 -0.6720
H 1.2980 -2.4664 0.9076
H -0.9266 -3.4200 1.1633
H -1.9898 -3.6791 -0.2163
C -0.9902 0.7555 4.8399
Ge 0.7202 0.0769 4.0924
C 2.2110 1.2703 4.7177
C 1.1458 -1.6154 5.0582
C 0.6403 -0.5090 2.1967
H -0.8480 1.0940 5.8628
H -1.7141 -0.0543 4.8485
H -1.4055 1.5690 4.2539
H 2.1531 1.3211 5.8038
H 2.1663 2.2865 4.3408
H 3.1766 0.8426 4.4590
H 1.3085 -1.4402 6.1166
H 2.0474 -2.0676 4.6519
H 0.3373 -2.3335 4.9573
H -0.0157 -1.3841 2.3096
H 1.6565 -0.9211 2.0649
N -1.4073 7.7554 -5.6388
C -1.1032 6.7956 -5.0869
C -0.7348 5.6325 -4.3808
C -1.4990 4.4667 -4.4919
C -1.1619 3.3492 -3.7612
C -0.0510 3.3686 -2.9075
C 0.7137 4.5388 -2.8105
C 0.3782 5.6594 -3.5356
C 0.2509 2.2563 -2.0902
C 0.4963 1.3382 -1.3242
H -2.3629 4.4620 -5.1416
H -1.7635 2.4538 -3.8221
H 1.5648 4.5580 -2.1428
H 0.9538 6.5708 -3.4472
C 4.0461 4.0745 2.5478
N 3.0268 3.2655 1.9393
C 1.6465 3.6864 1.8819
C 0.9982 2.4382 1.2950
O -0.1850 2.2106 1.1538
N 1.9612 1.5590 0.9749
C 3.1213 2.0383 1.3972
N 4.2544 1.3502 1.2596
H 4.1865 5.0017 1.9858
H 4.9870 3.5324 2.5803
H 3.7618 4.3284 3.5725
H 1.4959 4.5363 1.2064
H 1.2481 3.9308 2.8699
H 4.1645 0.4212 0.8835
H 5.1137 1.6300 1.6992

- HOMO (eV) = -6.70
- orbital gap (eV) = 6.514
- F_max (eV Å⁻¹) = 1.52

No. 6
The following is a quantum chemistry calculation of a molecular structure, C2H7Br2N2 at a distorted geometry, from the Open Molecules 2025 dataset.

Positions of all 13 atoms, in Å:
C -0.5068 -0.7208 0.2189
C -0.8771 0.2982 -0.7773
N 0.6993 -0.9552 0.7075
N 0.0636 0.7338 -1.6610
Br -1.7847 -1.6952 1.0603
Br -1.4515 1.7709 0.8293
H 1.4099 0.5585 1.4202
H -1.9154 0.1185 -0.9390
H 0.7856 -1.5953 1.4792
H 1.5366 -0.9595 0.1527
H 1.4157 1.3618 1.5224
H 0.9598 0.3444 -1.4355
H -0.3349 0.7399 -2.5777

- HOMO (eV) = -14.32
- net charge = +1
- orbital gap (eV) = 8.142
- energy relative to the best compared isomer or geometry (same formula, charge and spin) (kcal/mol) = 48.03
- F_max (eV Å⁻¹) = 2.92

| no. | calculated total energy (hartree) |
| --- | --- |
| 1 | -2517.10526 |
| 2 | -897.51793 |
| 3 | -1286.66473 |
| 4 | -547.18974 |
| 5 | -4029.70581 |
| 6 | -5337.58415 |